DFT (wB97M-V/def2-TZVPD) results for C43H59AlNP3SSiTe as an isolated structure.

Element x y z (Å)
Al -1.2346 0.8367 -0.2157
C 0.3156 -4.2399 -2.3145
C 0.6550 -3.0701 -3.2412
C 2.1570 -2.8916 -3.4355
P -0.2416 -1.5322 -2.6510
C -1.4143 -1.1878 -4.0581
C -2.7414 -1.8892 -3.7565
C -0.9591 -1.5402 -5.4779
C 0.9346 -0.1185 -2.6881
C 1.0861 0.6507 -3.7785
C 1.5989 2.0253 -3.7502
C 2.1215 2.4743 -2.3948
C 2.1572 1.4893 -1.3192
C 1.5144 0.3050 -1.3889
Si 0.7918 -0.3305 0.2318
C 1.2217 -2.1184 0.6511
C 2.4032 -2.6686 0.1497
C 2.7616 -3.9791 0.4245
C 1.9169 -4.7732 1.1866
C 0.7554 -4.2332 1.7203
C 0.4146 -2.8982 1.4965
P -0.9906 -2.0240 2.2938
C -0.6848 -2.2476 4.1205
C -0.2618 -3.6057 4.6814
C 0.3602 -1.2090 4.5434
C -2.5018 -3.0119 1.8305
C -2.4181 -3.3321 0.3354
C -2.8673 -4.2619 2.6239
C 1.5579 0.6733 1.6586
C 2.8259 0.2979 2.1160
C 3.4341 0.9204 3.1925
C 2.7726 1.9462 3.8511
C 1.5189 2.3408 3.4174
C 0.8995 1.7207 2.3271
P -0.7876 2.2334 1.8207
C -1.8353 2.0182 3.3418
C -1.7533 3.1194 4.4001
C -3.2969 1.7528 2.9767
C -0.6927 4.0074 1.3162
C -2.1031 4.5466 1.0707
C 0.1387 4.9657 2.1647
H 0.8124 -5.1539 -2.6522
H -0.7606 -4.4270 -2.2993
H 0.6275 -4.0413 -1.2890
H 0.2299 -3.2962 -4.2210
H 2.6517 -2.5946 -2.5122
H 2.3750 -2.1284 -4.1830
H 2.6030 -3.8338 -3.7654
H -1.5772 -0.1089 -3.9864
H -2.6065 -2.9744 -3.7037
H -3.4671 -1.6877 -4.5485
H -3.1643 -1.5540 -2.8095
H -1.1127 -2.6021 -5.6820
H 0.0917 -1.3224 -5.6705
H -1.5571 -0.9880 -6.2065
H 0.7350 0.3119 -4.7459
H 1.3344 2.9496 -5.6534
H 2.8958 3.2312 -2.3834
H 2.6573 1.7919 -0.4047
H 3.0503 -2.0559 -0.4690
H 3.6824 -4.3874 0.0262
H 2.1672 -5.8093 1.3773
H 0.1163 -4.8613 2.3262
H -1.6504 -1.9676 4.5619
H 0.7554 -3.8449 4.3689
H -0.9123 -4.4249 4.3863
H -0.2610 -3.5582 5.7736
H 1.3248 -1.4314 4.0790
H 0.5005 -1.2315 5.6267
H 0.0889 -0.1954 4.2505
H -3.3069 -2.2823 1.9709
H -1.7456 -4.1759 0.1654
H -2.0305 -2.5010 -0.2607
H -3.4044 -3.5973 -0.0519
H -2.1126 -5.0433 2.5163
H -3.8084 -4.6676 2.2432
H -3.0041 -4.0549 3.6854
H 3.3443 -0.5179 1.6242
H 4.4156 0.6028 3.5215
H 3.2296 2.4405 4.6989
H 1.0272 3.1490 3.9369
H -1.4252 1.0954 3.7639
H -2.1511 4.0623 4.0252
H -0.7465 3.2931 4.7721
H -2.3676 2.8259 5.2541
H -3.7425 2.5851 2.4308
H -3.8735 1.6071 3.8931
H -3.3980 0.8568 2.3672
H -0.2072 3.9190 0.3370
H -2.6366 4.7129 2.0083
H -2.7044 3.8832 0.4487
H -2.0357 5.5050 0.5530
H -0.2533 5.0761 3.1766
H 0.1109 5.9516 1.6952
H 1.1820 4.6601 2.2256
Te -1.2059 2.5429 -2.1982
C 0.7888 3.0211 -2.9124
C 0.7989 4.4553 -3.3135
C 1.7536 5.1917 -3.9034
C 3.0410 4.7528 -4.4365
C 3.2536 3.5470 -4.9621
C 2.1685 2.5256 -5.0809
H -0.0927 4.9982 -3.0207
H 1.5496 6.2547 -3.9847
H 3.8487 5.4772 -4.4273
H 4.2427 3.2898 -5.3230
H 2.5374 1.6620 -5.6359
S -3.3639 -0.0276 -0.2250
C -4.1458 1.4693 -0.3131
N -4.6889 2.4887 -0.3280

Cartesian forces (eV/Å) of the 3 atoms listed first:
Al -0.0111 0.0503 0.0716
C 0.0013 0.0018 -0.0077
C -0.0194 -0.0159 -0.0277

Molecular weight   897.61 u
Electronic energy   -3950.898391 Eh
ΔE to the lowest compared entry with this formula, charge and spin   50.7 kcal per mole
Strongest force on any atom   0.09 eV/Å
Kohn-Sham gap   7.712 eV
Lowest unoccupied orbital energy   0.018 Eh

=====

DFT (wB97M-V/def2-TZVPD) results for a 2-piece molecular cluster, C10H10N2 overall in a non-equilibrium geometry.

Element x y z (Å)
C -2.9332 1.2529 0.8022
C -1.4785 1.0095 0.7181
C -1.0776 -0.3989 0.7140
C -1.9489 -1.3281 1.2279
C -3.2366 -0.8363 1.5282
C 1.4920 0.3683 0.2653
C 2.7519 -0.2446 0.2093
C 3.2717 -0.4150 -1.0694
C 2.5317 -0.1029 -2.1499
C 1.3098 0.4551 -2.0646
H -3.4182 2.2390 0.5567
H -0.8608 1.8555 0.4541
H -0.1423 -0.8341 0.3545
H -1.6322 -2.2327 1.5218
H -3.9953 -1.7020 1.4950
H 0.9966 0.8323 1.1706
H 3.3003 -0.7249 0.9545
H 4.2775 -0.8134 -1.1822
H 3.0094 -0.2810 -3.0728
H 0.7011 0.7988 -2.8649
N -3.7483 0.3810 1.2383
N 0.8301 0.7215 -0.8068

Cartesian forces (eV/Å) of the 3 atoms listed first:
C 3.9530 2.5553 0.0692
C -2.4241 -1.9704 -1.0954
C -0.2659 1.9708 0.5459

Molecular weight   158.20 u
Electronic energy   -496.457665 Eh
ΔE to the lowest compared entry with this formula, charge and spin   87.5 kcal per mole
SMILES string   c1ccncc1.c1ccncc1
Strongest force on any atom   5.56 eV/Å
Kohn-Sham gap   9.369 eV
Lowest unoccupied orbital energy   0.025 Eh

=====

DFT (wB97M-V/def2-TZVPD) results for one molecule with the formula C8H8N4O in a non-equilibrium geometry.

Element x y z (Å)
C -0.3170 3.1264 -0.1503
C -2.0322 1.5859 -0.3570
C -2.8966 0.3712 -0.2925
C -0.2771 1.2106 1.3130
C -1.0059 2.0653 0.3782
C 0.9695 0.9770 1.1774
C -2.3145 -0.8111 -0.0386
C 2.6521 -0.1532 0.1900
N 0.2935 4.0642 -0.4034
N 3.2110 0.3295 -0.9910
N 2.5994 -1.3939 0.5347
N 2.1543 0.8160 1.0646
O -3.0893 -1.9080 0.1224
H -2.4350 2.2878 -1.0325
H -3.9546 0.3044 -0.4390
H -0.8094 0.7171 2.1959
H 3.4520 -0.4623 -1.5956
H 3.1613 1.2886 -1.3870
H 3.1899 -1.9261 -0.0708
H -1.2948 -0.9652 -0.3235
H -2.7170 -2.5901 0.7150

Cartesian forces (eV/Å) of the 3 atoms listed first:
C 0.8793 2.4940 0.1390
C -2.1932 -0.2995 0.0774
C 2.3396 -0.2603 1.1080

Molecular weight   176.18 u
Electronic energy   -603.778898 Eh
ΔE to the lowest compared entry with this formula, charge and spin   93.1 kcal per mole
SMILES string   [H]/N=C(\N)N=C=C/C(C#N)=C\C=C\O
Strongest force on any atom   3.75 eV/Å
Kohn-Sham gap   8.490 eV
Lowest unoccupied orbital energy   -0.004 Eh

=====

DFT (wB97M-V/def2-TZVPD) results for C30H46LiN4Si2 as an isolated structure.

Element x y z (Å)
Li 0.7308 -0.8777 1.0155
C -0.1612 0.8658 -5.6624
C 1.0839 1.3537 -4.9079
C 2.3236 0.9350 -5.6987
C 1.0608 2.8861 -4.8156
C 1.0765 0.7679 -3.4990
C 2.0878 -0.0469 -3.0081
C 1.9935 -0.5313 -1.7104
N 0.9825 -0.2569 -0.9037
C -0.0012 0.5254 -1.3546
C 0.0188 1.0469 -2.6385
C -1.1000 0.7911 -0.3816
C -2.1991 1.5836 -0.6716
C -3.1889 1.7956 0.2834
C -3.0161 1.1806 1.5162
C -1.8868 0.4016 1.7287
N -0.9551 0.2103 0.8107
C -4.3928 2.6708 -0.0529
C -5.1413 2.0591 -1.2459
C -5.3656 2.7860 1.1209
C -3.9048 4.0794 -0.4200
H -0.1706 1.2760 -6.6748
H -1.0802 1.1751 -5.1629
H -0.1667 -0.2237 -5.7308
H 2.2819 1.3770 -6.6959
H 2.3773 -0.1491 -5.8140
H 3.2406 1.2792 -5.2171
H 1.0651 3.3219 -5.8174
H 1.9363 3.2518 -4.2759
H 0.1719 3.2435 -4.2943
H 2.9456 -0.3128 -3.6075
H 2.7649 -1.1698 -1.2932
H -0.7942 1.6773 -2.9723
H -2.2870 2.0414 -1.6476
H -3.7353 1.2929 2.3138
H -1.7155 -0.0941 2.6785
H -5.4881 1.0522 -1.0062
H -4.5039 1.9931 -2.1286
H -6.0089 2.6729 -1.4987
H -5.7621 1.8107 1.4089
H -6.2070 3.4186 0.8319
H -4.8891 3.2387 1.9924
H -3.2367 4.0608 -1.2820
H -3.3631 4.5281 0.4148
H -4.7560 4.7192 -0.6641
C 2.2506 1.6887 4.5083
Si 2.6304 1.0159 2.7727
C 1.8464 2.2695 1.5836
C 4.5017 1.2473 2.5321
N 2.0208 -0.5009 2.4295
C 2.2822 -1.7073 3.0468
C 3.1934 -1.8661 4.1018
C 3.4517 -3.0930 4.7153
C 2.7874 -4.2210 4.2703
C 1.8760 -4.1027 3.2196
C 1.5871 -2.8868 2.5819
N 0.6897 -2.7572 1.5414
Si -0.2840 -3.9157 0.8341
C -1.3190 -3.0883 -0.5234
C 0.6091 -5.3380 -0.0560
C -1.5512 -4.7439 1.9816
H 2.6171 2.7130 4.6373
H 2.6925 1.0674 5.2913
H 1.1672 1.6926 4.6654
H 2.2298 3.2801 1.7578
H 0.7589 2.2935 1.7061
H 2.0620 1.9995 0.5443
H 4.8085 2.2810 2.7270
H 4.7661 1.0041 1.4978
H 5.0847 0.5906 3.1827
H 3.7182 -0.9787 4.4481
H 4.1670 -3.1580 5.5287
H 2.9724 -5.1872 4.7282
H 1.3564 -4.9903 2.8665
H -0.6680 -2.6263 -1.2732
H -1.9550 -2.3035 -0.1017
H -1.9640 -3.8115 -1.0331
H 1.2595 -4.9259 -0.8344
H -0.0996 -6.0237 -0.5336
H 1.2384 -5.9178 0.6239
H -2.1814 -3.9745 2.4392
H -1.0665 -5.2939 2.7921
H -2.2017 -5.4384 1.4388

Cartesian forces (eV/Å) of the 3 atoms listed first:
Li 0.3289 -0.4061 0.4848
C 0.0154 -0.0099 0.0248
C -0.0192 0.0177 -0.0207

Molecular weight   525.84 u
Electronic energy   -1976.538522 Eh
Strongest force on any atom   0.71 eV/Å
Kohn-Sham gap   3.985 eV
Lowest unoccupied orbital energy   0.070 Eh
Total charge   -1

=====

DFT (wB97M-V/def2-TZVPD) results for C3H3AsBr2N9S4Tc as an isolated structure.

Element x y z (Å)
Tc 0.3948 -0.2853 0.2528
Br 0.6476 0.3733 2.6042
C 2.5436 -0.1711 2.6086
Br 2.7761 -1.1663 0.9683
H 2.7296 -0.7928 3.4777
H 3.1408 0.7341 2.5794
N -0.9219 2.7510 -0.6956
C 0.4002 2.4762 -0.9391
N 1.2667 3.3122 -1.3932
N 2.4493 2.6021 -1.4571
N 2.3231 1.4186 -1.0724
N 0.9840 1.2391 -0.6908
C -1.8199 1.7584 -0.4943
N -3.1625 1.8583 -0.6168
N -3.6385 0.6692 -0.4443
N -2.6366 -0.1360 -0.1698
N -1.4535 0.5243 -0.1869
H -1.2580 3.6811 -0.9203
S -0.3165 -7.1322 -1.4822
As -0.7492 -5.8727 -0.0305
S -2.7134 -1.8250 -0.5517
S -0.7045 -2.2353 -0.0594
S -0.2813 -3.7811 -1.2867

Cartesian forces (eV/Å) of the 3 atoms listed first:
Tc 0.0067 -0.0435 -0.0131
Br 0.0170 -0.0713 -0.0204
C 0.0164 0.0275 0.0327

Molecular weight   626.12 u
Electronic energy   -9665.532153 Eh
ΔE to the lowest compared entry with this formula, charge and spin   0.0 kcal per mole
Strongest force on any atom   0.14 eV/Å
Kohn-Sham gap   6.503 eV
Lowest unoccupied orbital energy   -0.339 Eh
Total charge   +2

=====

DFT (wB97M-V/def2-TZVPD) results for an isolated ion of composition C3H5N2 and charge +1 in a non-equilibrium geometry.

Element x y z (Å)
C -0.2495 -0.8593 -0.7603
C 0.3503 -0.3775 0.6027
C -0.5681 0.5422 -0.2174
N -0.7654 0.2051 1.2708
N 0.8353 0.9324 -0.0162
H 0.3616 -0.9528 -1.7260
H -0.9864 -1.7026 -0.8222
H -1.4995 -0.4542 1.3863
H 0.9267 1.5896 0.9707
H 1.5951 1.0772 -0.6885

Cartesian forces (eV/Å) of the 3 atoms listed first:
C 0.2454 -0.4359 -1.0068
C 0.7432 -1.6057 -1.9178
C -0.9728 -0.9025 -0.3312

Molecular weight   69.09 u
Electronic energy   -226.357474 Eh
ΔE to the lowest compared entry with this formula, charge and spin   147.4 kcal per mole
SMILES string   C1[C@@]23N[C@@]12[NH2+]3
Strongest force on any atom   6.64 eV/Å
Kohn-Sham gap   11.291 eV
Lowest unoccupied orbital energy   -0.185 Eh
Total charge   +1

=====

DFT (wB97M-V/def2-TZVPD) results for a 2-piece molecular cluster, C18H21FN3 overall in a non-equilibrium geometry.

Element x y z (Å)
F 4.4816 5.2239 -0.8880
C 4.0985 3.9231 -0.8989
C 5.0428 2.9116 -0.8671
C 4.6442 1.5891 -0.8787
C 3.3092 1.2662 -0.9144
C 2.3086 2.2649 -0.9415
C 0.9483 1.8514 -0.9627
C -0.2765 2.5729 -0.9361
C -1.4793 1.8305 -0.9382
C -2.7026 2.4535 -0.9098
C -2.7855 3.8328 -0.8776
C -1.6310 4.5925 -0.8690
C -0.4045 3.9797 -0.8935
C 2.7620 3.6019 -0.9401
H 6.0839 3.1793 -0.8369
H 5.3892 0.8091 -0.8555
H 3.0137 0.2296 -0.9178
H 0.8208 0.7794 -0.9882
H -1.4243 0.7546 -0.9476
H -3.6071 1.8664 -0.9088
H -3.7464 4.3193 -0.8556
H -1.6923 5.6687 -0.8395
H 0.4560 4.6094 -0.8693
H 2.0914 4.4262 -0.9948
C -2.5704 -1.3945 1.7810
N -2.0071 -2.7181 1.5474
C -2.3820 -3.8965 2.3511
C -1.5211 -5.0347 1.7764
N -0.7233 -4.3857 0.7144
C 0.2257 -5.1512 -0.0857
C -1.0221 -3.0109 0.5836
N -0.5139 -2.1723 -0.2394
H -2.1326 -0.6744 1.0921
H -3.6494 -1.4123 1.6346
H -2.3689 -1.0733 2.8018
H -2.1770 -3.6969 3.4068
H -3.4558 -4.0798 2.2529
H -0.8550 -5.4779 2.5241
H -2.1249 -5.8399 1.3446
H 0.7190 -4.5078 -0.8096
H 0.9829 -5.5985 0.5590
H -0.2929 -5.9479 -0.6198
H 0.1683 -2.4635 -0.8857

Cartesian forces (eV/Å) of the 3 atoms listed first:
F -0.3103 -1.0927 -0.0360
C -0.3826 0.1303 0.0253
C 0.3919 0.3737 0.0146

Molecular weight   298.38 u
Electronic energy   -962.348998 Eh
ΔE to the lowest compared entry with this formula, charge and spin   4.8 kcal per mole
Strongest force on any atom   2.33 eV/Å
Kohn-Sham gap   4.587 eV
Lowest unoccupied orbital energy   -0.218 Eh
Total charge   +1

=====

DFT (wB97M-V/def2-TZVPD) results for a 2-piece molecular cluster, C6H16N overall in a non-equilibrium geometry.

Element x y z (Å)
C -0.1200 1.8827 -1.7865
C 0.9796 1.0416 -1.1241
C 0.6622 -0.3761 -0.5898
C 1.3567 -0.6710 0.7323
C 0.6422 -0.0974 2.0369
C -0.9347 -0.2115 1.9344
N -1.3461 0.8401 1.1108
H -0.4523 1.5382 -2.7570
H -0.9621 1.8121 -1.0928
H 0.2458 2.9049 -1.7374
H 1.1199 1.5589 -0.1733
H 1.8606 1.0108 -1.7575
H -0.4991 -0.3644 -0.5222
H 0.8976 -1.1801 -1.3568
H 1.3978 -1.7382 0.9488
H 2.3435 -0.1983 0.7885
H 0.9127 -0.6627 2.9268
H 0.7729 0.9780 2.1090
H -1.3424 -0.1755 2.9587
H -1.1239 -1.1963 1.4921
H -2.0191 -3.4331 -2.4999
H -1.9991 -4.1150 -2.7861
H -2.3926 0.8523 1.1449

Cartesian forces (eV/Å) of the 3 atoms listed first:
C 0.2665 -0.8872 0.9351
C -0.6973 -0.2088 0.8722
C -0.3648 0.2026 -1.2107

Molecular weight   102.20 u
Electronic energy   -292.467898 Eh
ΔE to the lowest compared entry with this formula, charge and spin   160.9 kcal per mole
Strongest force on any atom   4.30 eV/Å
Kohn-Sham gap   5.909 eV
Lowest unoccupied orbital energy   -0.338 Eh
Total charge   +1

=====

- Which value of lowest unoccupied orbital energy does entry 8 give?
  -0.338 Eh

=====

- The lowest Kohn-Sham gap belongs to which entry?
  C30H46LiN4Si2